Entry 1:
{"formula": "C47H52BBr2ClCsN11O6S", "method": "ωB97M-V/def2-TZVPD", "elements": ["C", "H", "S", "C", "C", "C", "C", "H", "C", "Br", "H", "C", "N", "C", "N", "C", "H", "Br", "C", "H", "C", "C", "N", "H", "C", "H", "H", "N", "H", "C", "H", "O", "H", "O", "N", "H", "C", "H", "C", "H", "H", "H", "H", "O", "H", "H", "H", "C", "Cs", "C", "H", "N", "C", "H", "N", "C", "H", "C", "C", "H", "C", "O", "H", "H", "C", "C", "C", "C", "H", "H", "H", "O", "C", "N", "H", "C", "H", "C", "N", "C", "H", "Cl", "N", "H", "C", "C", "H", "H", "H", "H", "C", "C", "H", "H", "C", "H", "C", "C", "C", "C", "C", "B", "C", "H", "C", "H", "H", "C", "O", "C", "H", "C", "H", "H", "H", "H", "H", "H", "H", "H", "N", "C"], "coordinates": [[-0.280, -4.477, 5.849], [4.093, -1.696, 4.012], [-3.722, -0.895, -0.150], [-4.774, -0.564, 2.828], [2.608, -2.139, 2.517], [-4.469, 0.548, 1.797], [0.051, -3.312, 6.508], [-1.469, 2.979, -2.102], [-3.965, -0.055, -2.764], [2.859, -8.459, -1.694], [-3.456, 0.498, 5.273], [1.984, -2.733, -3.540], [0.830, -3.096, 4.453], [0.651, -6.721, -1.207], [1.207, 0.469, 1.030], [0.693, -3.135, -3.841], [-1.798, -3.992, -4.020], [5.772, -4.169, 4.235], [2.601, 4.836, -1.130], [0.109, -7.314, -1.928], [1.948, -5.146, 0.606], [-1.733, -0.047, -1.892], [-3.382, 0.218, 0.864], [-0.834, 0.344, -5.904], [-0.995, 4.483, -0.645], [-5.417, 0.722, 1.277], [-1.053, -0.224, -1.070], [0.681, -4.873, 0.312], [2.901, 4.067, -0.424], [0.419, 1.515, 1.060], [-4.170, 0.541, -4.815], [-2.429, -3.904, -2.101], [-0.157, -2.986, 7.513], [-5.414, -0.247, 3.839], [1.137, 2.649, 1.085], [-0.146, 3.933, 2.040], [2.439, 4.565, -4.919], [-1.845, 2.884, 0.614], [2.378, 5.070, -3.630], [-0.945, 6.208, -2.021], [2.887, 2.234, -1.887], [-0.191, 0.498, -3.266], [-1.891, 1.525, 3.288], [-2.891, -2.111, -0.013], [2.210, 6.132, -3.490], [1.130, -0.824, 7.062], [3.677, -6.410, 0.269], [2.640, -6.215, 0.038], [-1.859, -1.927, 2.298], [0.681, 4.009, 1.336], [-1.114, 2.015, -5.450], [-0.314, 0.544, 4.260], [-1.256, 0.353, -3.126], [3.423, 5.560, -1.134], [-0.047, -2.491, -1.668], [2.442, 1.016, 1.022], [3.234, -1.877, -2.002], [2.768, 2.894, -2.735], [0.056, -5.632, -0.577], [-2.121, 6.374, -0.696], [2.684, 3.214, -5.099], [-5.127, -1.145, -0.411], [1.497, 4.508, 1.859], [0.081, 2.696, -1.343], [-1.748, -3.305, -3.169], [2.554, 4.250, -2.518], [-0.580, 3.476, -1.716], [-2.123, 0.578, -4.196], [3.350, 0.436, 1.026], [-5.017, -0.249, -2.608], [-0.829, -5.321, 6.232], [-4.327, -1.697, 2.510], [-3.480, 0.376, -3.994], [2.457, 2.330, 1.082], [-0.078, 3.962, -2.555], [-1.494, -0.279, 5.939], [3.000, 1.310, -4.171], [1.190, -2.103, -1.383], [2.085, -2.998, 1.655], [1.962, -6.997, -0.874], [4.113, -5.616, 2.277], [2.834, 2.584, -6.720], [0.692, -2.501, 5.650], [1.346, -1.706, -0.388], [2.241, -2.200, -2.287], [-3.093, -0.265, -1.709], [-2.386, 1.103, -6.266], [-2.999, 3.744, -0.347], [-2.432, 5.279, -2.025], [1.954, -0.635, 5.215], [0.215, 4.973, 0.208], [3.715, -4.613, 2.325], [0.950, 6.188, -1.424], [-2.232, -2.366, -3.477], [1.381, 5.608, -0.603], [-0.656, 1.468, 1.085], [-2.388, 0.420, 5.158], [2.613, -4.215, 1.575], [3.723, -2.420, 3.301], [4.267, -3.678, 3.181], [0.229, -4.278, 4.558], [0.994, -0.982, 5.862], [-0.297, -2.991, -2.873], [-2.554, -3.242, -1.378], [-1.583, 0.927, 4.131], [-1.652, -0.867, 6.828], [2.094, -1.193, 2.622], [-1.588, 1.034, -5.526], [-0.252, 6.046, 1.061], [-1.644, 5.669, -1.380], [2.318, 5.210, -5.778], [-2.091, 3.874, 0.242], [-2.320, 4.519, 1.090], [-4.216, 1.457, 2.344], [0.449, -3.554, -4.810], [-0.523, 6.773, 0.490], [1.783, 6.341, 0.101], [0.190, -4.939, 3.705], [-0.961, -5.343, -0.822], [2.777, -2.838, -4.272], [-0.269, -0.195, 5.385], [2.834, 2.367, -4.017]], "atomic_forces_ev_per_a": [[-0.030, -0.051, -0.007], [0.007, 0.019, 0.005], [-0.254, 0.277, -0.735], [0.087, -0.131, -0.226], [-0.033, -0.103, 0.134], [0.112, -0.138, -0.050], [-0.116, 0.087, 0.029], [-0.051, -0.050, -0.058], [0.004, 0.013, 0.003], [0.004, -0.014, -0.011], [-0.040, 0.019, -0.052], [0.018, 0.006, 0.013], [-0.409, 0.016, 0.062], [0.038, 0.028, 0.037], [0.038, -0.354, -0.428], [-0.005, -0.024, -0.012], [-0.009, 0.011, 0.014], [0.010, 0.003, 0.002], [0.045, -0.109, 0.075], [-0.016, -0.015, -0.033], [0.087, 0.084, 0.161], [-0.063, 0.063, 0.051], [-0.275, 0.157, -0.024], [0.059, -0.050, -0.034], [-0.029, 0.012, -0.013], [-0.001, 0.118, -0.053], [0.030, -0.008, 0.035], [-0.024, -0.027, 0.048], [-0.016, -0.124, 0.090], [-0.100, -0.102, 0.219], [-0.019, -0.003, -0.018], [0.028, 0.052, 0.121], [0.014, 0.017, 0.056], [-0.278, 0.223, 0.297], [-0.020, 0.034, -0.228], [-0.024, 0.051, -0.014], [0.000, 0.010, -0.005], [-0.016, -0.028, 0.016], [0.023, -0.002, 0.003], [0.010, 0.023, -0.017], [0.011, -0.070, 0.132], [0.112, 0.010, -0.009], [0.004, 0.046, -0.098], [-0.614, -0.018, -1.387], [-0.011, 0.031, 0.005], [0.013, 0.025, 0.007], [-0.003, 0.023, 0.011], [0.008, 0.028, -0.072], [2.793, -0.532, 1.675], [0.060, 0.015, 0.096], [0.013, 0.033, 0.012], [0.085, 0.103, 0.006], [-0.048, 0.119, -0.015], [-0.005, -0.014, -0.005], [0.036, -0.073, 0.007], [-0.077, 0.277, 0.233], [0.019, 0.016, 0.008], [-0.027, 0.040, -0.045], [0.011, -0.021, -0.046], [-0.014, 0.004, 0.029], [0.004, -0.004, -0.018], [-0.039, -0.004, 0.069], [-0.019, -0.029, -0.017], [0.024, -0.064, 0.077], [-0.018, -0.062, 0.016], [-0.048, -0.015, -0.011], [0.054, -0.020, -0.038], [0.070, -0.001, 0.039], [0.046, -0.013, -0.038], [-0.037, -0.007, 0.012], [0.022, -0.040, 0.016], [-1.503, 0.023, 0.466], [-0.032, -0.018, -0.010], [0.094, 0.237, -0.178], [0.034, 0.021, 0.005], [-0.056, -0.103, -0.012], [0.010, -0.033, -0.008], [0.091, -0.026, 0.017], [0.071, 0.103, -0.053], [-0.053, -0.004, -0.001], [-0.017, -0.005, -0.018], [-0.058, -0.017, 0.012], [0.281, -0.056, 0.055], [-0.016, -0.001, 0.061], [0.008, -0.027, -0.024], [0.026, 0.016, -0.030], [-0.009, 0.003, -0.014], [-0.036, -0.010, -0.013], [-0.013, -0.010, -0.018], [-0.013, -0.035, 0.010], [0.032, -0.050, 0.034], [-0.024, -0.008, 0.053], [0.008, 0.016, 0.023], [0.020, -0.018, 0.010], [0.001, 0.082, 0.054], [-0.148, -0.010, 0.053], [-0.030, 0.032, 0.133], [-0.031, -0.077, -0.166], [0.038, -0.043, -0.035], [-0.013, 0.056, 0.035], [0.173, -0.094, -0.061], [-0.098, 0.036, 0.007], [-0.123, 0.143, -0.113], [-0.003, -0.067, -0.104], [0.031, 0.055, -0.076], [0.002, 0.010, 0.033], [0.009, 0.057, -0.015], [0.002, 0.020, -0.034], [-0.067, 0.068, -0.052], [-0.023, -0.012, -0.012], [-0.004, 0.006, -0.005], [0.075, 0.006, -0.011], [-0.005, 0.028, 0.013], [0.079, 0.054, -0.051], [-0.009, -0.014, 0.003], [0.007, -0.064, 0.053], [-0.001, -0.014, -0.021], [0.032, -0.017, -0.043], [-0.043, -0.010, -0.013], [0.005, 0.001, -0.004], [0.140, -0.011, -0.053], [-0.048, 0.011, 0.012]], "de_lowest_kj_mol": 73.9, "fmax_ev_per_a": 3.30, "orbital_gap_ha": 0.2063, "total_charge": -2}

***

Entry 2:
{"formula": "C50H43Cl3DyNOP2SiTe", "method": "ωB97M-V/def2-TZVPD", "elements": ["H", "C", "C", "C", "C", "H", "C", "C", "C", "C", "H", "C", "C", "H", "C", "C", "H", "H", "C", "H", "H", "P", "C", "C", "C", "H", "O", "C", "C", "H", "C", "C", "H", "H", "H", "H", "H", "C", "H", "H", "C", "C", "C", "Cl", "H", "H", "C", "C", "H", "Te", "C", "C", "C", "C", "H", "N", "H", "C", "H", "H", "C", "H", "Si", "H", "Dy", "H", "C", "C", "C", "H", "H", "C", "H", "C", "C", "H", "C", "P", "H", "C", "H", "C", "C", "Cl", "C", "Cl", "H", "H", "H", "C", "H", "H", "C", "C", "H", "H", "C", "C", "H", "H", "C", "H", "C"], "coordinates": [[-4.882, -0.239, 2.258], [-4.898, -3.045, -2.082], [-1.416, 6.165, 2.204], [-0.835, 7.132, 1.352], [-4.313, 3.191, 0.496], [4.396, 1.434, 2.455], [4.864, -1.283, -0.256], [-1.872, 2.795, -1.905], [-3.506, 1.095, 1.389], [-2.935, 2.152, -3.993], [-5.782, -3.201, -2.665], [1.404, -3.317, 0.620], [0.595, -5.908, 0.011], [0.137, 0.793, -2.496], [3.956, -1.276, -4.366], [7.266, -1.538, 0.423], [0.195, 3.319, -4.543], [3.242, -3.291, -3.893], [-0.927, 5.483, -0.440], [-1.704, 6.458, 3.227], [-3.776, 1.701, -4.503], [-1.679, 2.753, -0.100], [2.052, -1.803, -2.960], [-1.898, -2.036, 2.051], [8.294, -1.258, 1.291], [-4.303, -1.214, -3.116], [-2.409, 0.256, 1.612], [1.775, -0.418, -2.802], [0.035, -3.569, 0.370], [-2.418, -0.747, -1.643], [-3.268, 2.301, 0.665], [-1.788, -3.108, 2.949], [-0.926, 5.325, -1.503], [5.081, -1.339, -1.338], [-3.482, 0.216, 4.068], [2.732, -6.409, 0.229], [1.723, -2.294, 0.892], [-0.349, -4.873, 0.001], [6.576, 0.274, 3.796], [3.614, -0.163, 2.663], [4.375, 0.388, 2.085], [-2.608, -2.558, -0.549], [-0.682, 3.073, -2.628], [0.631, 0.114, 3.041], [-1.376, -4.040, 2.627], [4.336, 0.865, -4.585], [-2.958, -0.683, 3.815], [3.114, -2.227, -3.757], [-1.361, -5.106, -0.299], [3.457, 0.626, -0.034], [-1.762, 2.399, -4.711], [-2.724, -1.721, 4.729], [-4.095, -1.919, -2.325], [-2.480, -0.834, 2.527], [3.400, -4.132, 0.802], [0.574, -0.019, -2.029], [0.225, 3.423, -2.098], [-4.800, 0.735, 1.792], [9.294, -1.602, 1.073], [-0.068, -0.796, -2.142], [1.947, -5.652, 0.281], [0.269, -6.923, -0.170], [0.043, 2.183, 3.280], [-0.565, 8.133, 1.687], [0.279, 0.555, 0.368], [4.817, -1.551, -4.984], [-5.622, 2.828, 0.889], [-0.679, 2.956, -4.008], [-1.684, 4.853, 1.769], [-2.085, 4.135, 2.497], [2.554, 1.596, -3.118], [5.983, -1.010, 0.655], [7.425, -2.181, -0.446], [-2.962, -1.678, -1.553], [-4.574, -3.895, -1.025], [-4.124, 4.200, 0.141], [-3.047, 2.445, -2.613], [-1.126, -2.208, 0.420], [-0.091, 7.459, -0.591], [6.753, -0.154, 2.806], [-4.000, 2.392, -2.106], [-5.879, 1.590, 1.508], [8.048, -0.582, 2.479], [1.161, 2.902, 1.583], [5.717, -0.250, 1.858], [1.447, 2.666, 4.782], [-2.119, -3.769, 4.954], [-1.678, 2.227, -5.782], [8.820, -0.404, 3.206], [2.351, -4.337, 0.599], [-5.242, -4.736, -0.779], [4.210, -2.095, 0.030], [-3.468, -3.623, -0.191], [2.603, 0.526, -3.384], [-3.000, -1.572, 5.754], [1.455, -2.540, -2.434], [3.709, 0.089, -4.159], [-2.179, -2.926, 4.281], [-3.262, -4.203, 0.718], [-6.881, 1.291, 1.818], [-1.402, 4.481, 0.448], [-6.425, 3.551, 0.720], [-0.563, 6.735, 0.059]], "atomic_forces_ev_per_a": [[-0.505, 0.168, 0.058], [1.096, 0.718, 0.348], [-0.243, 0.405, 0.118], [-0.169, -1.433, 0.761], [-1.583, -0.423, 0.675], [0.253, -0.759, -0.106], [-1.496, 1.110, -1.289], [-0.297, 0.021, -0.711], [-0.224, 0.406, -0.574], [0.045, 0.040, 0.253], [-0.271, -0.203, -0.273], [-0.333, 0.373, 0.447], [0.451, 0.292, 0.099], [0.133, -0.366, -0.051], [-0.171, 0.495, 0.101], [-1.178, 0.170, -0.481], [-0.039, -0.289, -0.059], [0.252, -0.015, -0.042], [-0.261, -0.457, 1.095], [0.257, -0.286, -0.561], [-0.150, 0.253, -0.026], [-0.085, 0.013, 0.577], [0.022, 0.986, -0.064], [0.324, -0.319, 1.272], [0.436, 0.072, 0.635], [-0.357, -0.048, -0.052], [-0.119, -0.172, -0.060], [-0.015, -0.826, 0.065], [0.478, -1.034, -0.328], [0.201, 0.048, -0.425], [0.342, -0.812, 0.393], [-0.550, 1.438, 0.690], [0.405, -0.171, -0.165], [0.056, 0.016, 0.613], [0.049, 0.414, 0.383], [-0.532, -0.032, 0.083], [-0.118, -0.494, -0.147], [0.743, -0.037, 0.364], [-0.015, 0.113, -0.428], [0.508, 0.022, -0.278], [-1.149, 0.966, -0.863], [-0.276, -0.692, 0.629], [-0.483, -0.160, 0.437], [0.649, -1.618, -0.583], [0.239, -0.444, -0.091], [0.121, -0.266, -0.030], [0.693, -0.711, -0.197], [-0.058, 0.860, 0.099], [-0.051, 0.079, 0.157], [1.871, -1.557, 1.507], [0.071, 0.452, 1.063], [-0.106, -0.017, -1.133], [-0.011, -0.254, 0.107], [0.509, -0.274, -1.187], [-0.265, -0.006, -0.006], [0.552, 0.220, -0.477], [-0.574, -0.220, -0.347], [0.689, 0.424, -0.627], [0.035, -0.046, -0.020], [-0.385, -0.071, -0.018], [-0.078, 0.893, 0.121], [0.023, 0.019, -0.224], [-1.248, 1.212, 1.863], [-0.203, -0.311, 0.043], [-0.524, -0.093, 0.462], [-0.475, -0.112, 0.267], [0.242, 0.069, 0.104], [0.256, -0.015, -0.503], [0.400, 0.518, 0.449], [0.120, 0.314, -0.443], [-0.387, -0.573, -0.442], [0.320, 0.916, 1.738], [0.034, 0.352, 0.165], [-0.491, -0.230, -0.180], [-0.024, -0.111, 0.992], [-0.060, -0.213, -0.301], [1.465, -0.115, -0.361], [-0.300, 1.845, 0.017], [-0.144, -0.034, -0.296], [-0.093, 0.156, -0.579], [-0.002, -0.328, 0.040], [0.886, 0.264, -0.088], [-0.953, -0.079, 0.109], [1.288, 0.143, -1.147], [0.944, -1.085, -0.709], [-0.142, -0.072, -0.272], [0.186, 0.054, 0.160], [-0.169, -0.009, 0.263], [0.316, -0.059, 0.016], [-0.494, -0.472, -0.408], [0.435, 0.483, -0.160], [-0.130, -0.103, 0.088], [-0.047, 0.156, -1.002], [1.030, 0.006, 0.154], [-0.161, -0.143, 0.331], [-0.186, 0.001, -0.108], [-0.817, -0.240, 0.499], [-0.242, -0.067, -0.129], [-0.182, 0.086, -0.570], [0.260, 0.214, -0.196], [-0.137, 0.858, -0.637], [0.205, -0.365, 0.123], [-0.131, 0.209, -0.574]], "spin_multiplicity": 6, "s2": 9.333, "fmax_ev_per_a": 2.86, "orbital_gap_ha": [0.2586, 0.2442], "total_charge": 2}